(1)
88
Properties=species:S:1:pos:R:3:forces:R:3:lowdin_charge:R:1 method="wB97M-V/def2-TZVPD" s_squared=2.02 e_above_lowest_kj_mol=76.49 multiplicity=3 e_homo_ev="-6.9 / -7.0" total_charge=0 lumo_energy_ha="-0.018 / -0.018"
V -1.957 1.474 -0.719 3.1 2.0 0.1 1.033
O -0.616 2.036 0.729 -0.7 1.1 -2.3 -0.124
C -0.658 1.956 1.985 -0.1 -1.9 1.5 -0.357
C 0.022 2.882 2.822 0.5 -0.3 0.0 -0.015
C 0.071 2.659 4.179 -1.1 -1.1 -0.8 -0.076
C -0.654 1.568 4.739 0.3 0.7 1.7 -0.117
C -1.367 0.678 3.990 0.6 -0.1 -0.8 -0.059
C -1.284 0.768 2.578 0.5 2.6 1.5 -0.157
C -1.990 -0.132 1.807 -0.9 -0.8 -2.5 -0.062
N -2.347 0.100 0.557 0.2 -0.4 1.8 -0.134
N -3.110 -0.848 -0.012 -2.8 -2.2 -1.8 0.073
C -3.643 -0.493 -1.186 0.5 -0.9 1.6 -0.417
O -3.279 0.577 -1.778 -0.8 1.6 -0.7 -0.140
C -4.586 -1.363 -1.958 -0.4 -2.3 0.5 -0.112
C -4.821 -2.717 -1.553 0.6 0.8 -0.2 -0.027
C -5.277 -3.688 -2.432 -0.5 -0.1 0.9 -0.099
C -5.625 -3.350 -3.724 0.4 0.7 0.5 -0.090
C -5.591 -2.005 -4.080 -0.2 -0.1 0.4 -0.080
C -5.168 -1.026 -3.189 0.6 0.1 0.5 -0.033
H 0.619 3.654 2.323 -0.4 -0.1 0.2 0.115
H 0.619 3.310 4.816 0.4 0.4 0.4 0.089
H -0.648 1.479 5.840 -0.1 0.0 -0.7 0.101
H -1.980 -0.104 4.438 0.3 0.1 0.0 0.114
H -2.269 -1.111 2.194 -0.2 0.2 0.1 0.138
H -4.624 -3.021 -0.542 0.5 0.1 0.3 0.099
H -5.442 -4.707 -2.043 0.2 0.6 -0.4 0.111
H -5.959 -4.140 -4.345 -0.3 -0.3 -0.9 0.089
H -5.903 -1.660 -5.043 -0.3 -0.1 -0.5 0.094
H -5.326 0.010 -3.437 0.6 0.3 -0.3 0.108
N -4.497 4.937 -0.280 0.3 0.9 -0.4 0.104
C -5.167 4.289 0.733 -0.3 -0.5 0.5 -0.061
C -4.477 3.114 0.935 -0.5 0.2 -0.1 -0.093
N -3.438 3.023 0.073 0.9 1.5 -1.2 0.060
C -3.422 4.183 -0.625 0.0 -1.5 0.4 -0.218
C -2.413 4.388 -1.666 0.3 -0.5 -0.8 -0.233
N -1.448 3.474 -1.933 -1.9 1.6 0.5 0.090
C -0.886 3.891 -3.113 -0.9 0.2 0.2 -0.073
C -1.548 5.001 -3.617 0.4 -1.1 1.2 -0.053
N -2.485 5.335 -2.650 -0.8 0.3 0.1 0.095
H -4.752 5.854 -0.681 0.3 -1.0 0.6 0.176
H -6.073 4.684 1.209 0.7 -0.2 -0.4 0.124
H -4.628 2.298 1.613 -0.4 0.0 0.3 0.118
H -0.063 3.315 -3.471 0.3 -0.1 -0.6 0.115
H -1.519 5.424 -4.592 0.2 0.6 -0.2 0.105
H -3.172 6.129 -2.684 1.3 -1.4 -0.1 0.182
O 1.311 0.329 -2.762 -1.6 -1.2 1.2 0.041
C 0.425 -0.205 -2.078 -0.2 1.7 -0.3 -0.510
O -0.643 0.480 -1.637 1.4 -0.8 -0.6 -0.179
C 0.432 -1.682 -1.689 -0.2 -0.4 0.6 -0.154
C 0.809 -1.997 -0.223 0.4 1.6 0.6 -0.230
Ge 2.733 -1.752 0.312 -0.5 -0.9 0.3 1.014
C 3.964 -2.999 -0.580 0.8 -0.5 -0.3 -0.240
C 3.703 -4.382 -0.505 -0.1 1.0 -0.3 -0.112
C 4.479 -5.258 -1.244 0.0 -1.1 0.6 -0.111
C 5.487 -4.828 -2.079 0.0 -0.6 -0.8 -0.106
C 5.727 -3.480 -2.200 0.9 0.2 0.5 -0.109
C 5.094 -2.594 -1.361 -1.7 1.6 0.6 -0.093
C 3.449 0.001 0.165 -0.2 1.4 -1.2 -0.270
C 3.842 0.462 -1.105 0.8 -0.1 0.2 -0.132
C 4.376 1.727 -1.347 -1.2 0.1 1.8 -0.077
C 4.259 2.666 -0.325 -0.2 -0.6 0.9 -0.073
C 3.775 2.248 0.957 0.2 0.5 -1.6 -0.075
C 3.400 0.932 1.203 0.6 0.4 -0.2 -0.097
C 2.703 -1.998 2.246 0.4 0.2 0.2 -0.283
C 3.888 -1.727 2.955 -0.6 -0.8 0.8 -0.110
C 3.881 -1.668 4.370 -0.2 0.1 -2.0 -0.090
C 2.714 -1.831 5.093 0.1 -0.1 -0.1 -0.091
C 1.576 -2.163 4.364 -1.3 0.2 0.3 -0.101
C 1.525 -2.197 2.971 0.7 -0.1 0.2 -0.103
H 1.133 -2.186 -2.321 0.5 -0.2 -0.6 0.095
H -0.535 -2.176 -1.864 0.0 0.6 -0.1 0.115
H 0.526 -3.006 0.062 -0.1 -0.2 -0.1 0.064
H 0.276 -1.303 0.491 0.3 -0.6 -0.8 0.066
H 2.868 -4.759 0.093 0.3 0.1 -0.1 0.103
H 4.334 -6.326 -1.099 -0.1 0.1 -0.2 0.101
H 6.070 -5.528 -2.694 -0.4 0.2 0.4 0.110
H 6.516 -3.145 -2.848 0.2 0.2 -0.2 0.098
H 5.349 -1.495 -1.358 -0.1 -1.5 -0.2 0.100
H 3.793 -0.199 -1.945 -0.1 -0.4 -0.3 0.081
H 4.733 2.047 -2.290 0.2 0.0 -0.9 0.090
H 4.520 3.698 -0.573 0.0 -0.2 0.5 0.096
H 3.598 2.979 1.717 0.2 0.4 0.4 0.083
H 3.117 0.645 2.211 -0.2 0.0 -0.1 0.096
H 4.846 -1.621 2.428 -0.5 0.1 0.2 0.112
H 4.828 -1.461 4.779 0.9 0.3 1.0 0.082
H 2.712 -1.670 6.182 -0.2 -0.4 -0.6 0.108
H 0.622 -2.346 4.861 0.3 0.1 0.2 0.098
H 0.567 -2.357 2.463 0.4 0.0 0.3 0.090

=====

(2)
36
Properties=species:S:1:pos:R:3:forces:R:3:lowdin_charge:R:1 method="wB97M-V/def2-TZVPD" e_above_lowest_kj_mol=123.31 e_homo_ev=-8.9 total_charge=0 lumo_energy_ha=0.002
C 4.411 -0.860 0.714 0.1 -0.2 0.5 -0.032
C 2.905 -0.742 0.577 0.4 0.4 -0.5 -0.336
O 2.252 -0.265 1.779 -0.2 0.5 -0.6 -0.039
C 2.544 0.294 -0.548 3.2 0.0 0.8 -0.288
N 2.952 -0.149 -1.875 -0.4 -0.2 0.5 0.096
C 3.269 1.610 -0.231 1.0 0.1 -1.5 -0.487
O 3.920 2.191 -1.079 -0.5 -0.1 0.6 0.086
O 3.207 2.088 0.999 -0.4 0.1 0.7 0.127
H 4.743 -1.697 1.352 -0.3 0.3 -0.1 0.087
H 4.802 -1.033 -0.276 0.2 -0.2 -0.4 0.080
H 4.865 0.065 1.073 0.0 0.0 0.1 0.086
H 2.492 -1.714 0.336 -0.2 0.0 -0.3 0.132
H 2.485 -0.826 2.507 0.2 -0.4 0.5 0.095
H 1.546 0.508 -0.444 -1.2 0.8 0.1 0.062
H 3.531 0.590 -2.240 0.2 0.2 -0.3 0.061
H 2.158 -0.286 -2.496 0.1 0.0 0.4 0.081
H 2.747 1.439 1.574 0.1 0.1 -0.1 0.095
N -5.318 -0.368 -0.430 1.0 0.2 4.9 0.073
C -3.997 -0.188 0.250 0.1 0.0 1.0 -0.250
C -2.858 -1.048 -0.328 1.4 3.3 0.1 -0.090
C -1.425 -0.826 0.350 -2.4 1.5 2.0 -0.059
C -0.342 -0.310 -0.500 1.7 -1.4 -0.7 -0.497
O 0.578 -1.075 -0.763 -2.2 0.3 -0.7 0.060
O -0.273 0.981 -0.874 0.1 -1.1 -0.4 0.135
C -3.706 1.356 0.264 -0.5 -0.7 0.7 -0.456
O -2.628 1.894 0.360 -0.4 -0.2 -0.4 0.100
O -4.855 2.019 0.329 0.5 0.4 -0.1 0.126
H -5.262 -0.200 -1.345 0.5 1.0 -4.7 0.041
H -5.599 -1.302 -0.337 -0.7 -1.4 0.4 0.079
H -4.125 -0.422 1.370 0.0 0.2 -1.6 0.184
H -2.787 -0.696 -1.354 0.2 -0.1 -0.4 0.123
H -3.125 -2.047 -0.394 -0.4 -2.0 0.3 0.088
H -1.495 -0.054 1.218 -0.2 -1.4 -1.3 0.158
H -1.052 -1.738 0.780 0.0 -0.4 0.0 0.116
H -1.012 1.474 -0.523 -0.9 0.5 0.5 0.074
H -5.548 1.337 0.207 -0.2 0.0 0.0 0.091

=====

(3)
33
Properties=species:S:1:pos:R:3:forces:R:3:lowdin_charge:R:1 method="wB97M-V/def2-TZVPD" e_homo_ev=-0.7 total_charge=-2 lumo_energy_ha=0.186
Pd -0.919 0.600 0.575 -0.9 -0.7 -0.4 -0.019
S 0.662 0.290 2.593 -0.1 0.1 0.0 0.431
C -0.107 1.827 2.807 0.5 0.3 0.4 -0.792
C -0.609 2.168 4.074 -0.2 0.2 0.0 -0.092
C -1.100 3.435 4.377 0.2 -0.1 -0.6 -0.223
C -1.532 3.724 5.701 -0.2 0.1 0.4 -0.213
N -1.869 3.943 6.782 0.0 0.0 -0.1 0.117
C -1.123 4.423 3.373 0.1 -0.5 0.0 -0.227
C -0.665 4.090 2.094 -0.1 0.0 0.2 -0.096
C -0.158 2.832 1.777 0.3 0.5 0.3 -0.766
S 0.467 2.547 0.169 -0.1 -0.1 -0.1 0.446
C -1.572 5.740 3.646 -0.2 0.5 0.1 -0.223
N -1.920 6.820 3.856 0.0 -0.1 0.0 0.111
H -0.583 1.416 4.850 0.0 0.0 0.0 0.095
H -0.693 4.842 1.317 0.0 0.0 0.0 0.095
N 1.684 -0.729 -0.727 -0.1 0.0 -0.4 -0.019
H 1.762 -1.244 0.141 0.0 0.0 0.2 -0.022
H 0.746 -0.303 -0.657 0.5 -0.2 0.0 -0.097
H 2.292 0.073 -0.603 0.0 0.1 0.1 -0.019
C -1.383 -1.799 -2.084 0.0 0.0 0.0 -0.312
As -2.103 -0.166 -1.279 0.0 0.2 -0.8 0.579
C -3.914 -0.170 -2.066 0.0 0.1 0.1 -0.328
C -1.406 1.104 -2.713 0.0 -0.1 0.1 -0.321
S -2.695 -0.936 0.805 0.1 -0.2 0.4 -0.125
H -1.525 -1.778 -3.168 0.0 0.0 0.0 0.014
H -1.901 -2.652 -1.649 0.0 0.0 0.0 0.005
H -0.321 -1.871 -1.856 0.0 0.0 0.0 -0.006
H -3.839 -0.357 -3.140 0.1 0.0 0.0 0.009
H -4.392 0.797 -1.902 0.1 0.0 0.0 0.016
H -4.511 -0.942 -1.585 0.1 0.0 0.1 -0.005
H -1.681 0.770 -3.719 0.0 0.0 0.0 -0.005
H -0.323 1.168 -2.614 0.0 0.0 0.0 -0.011
H -1.823 2.094 -2.520 0.0 0.0 0.0 0.002